1.
# C13H30O4PS

A 4-piece molecular cluster, C13H30O4PS overall (wB97M-V/def2-TZVPD, the OMol25 dataset).

XYZ file:
```
49
Properties=species:S:1:pos:R:3:forces:R:3
C -4.987349 -3.895944 -0.061788 0.08 0.46 0.44
C -4.796766 -3.019623 1.192045 0.01 -0.32 -0.33
O -3.474475 -2.589766 1.260095 0.17 0.23 0.07
P -3.150397 -1.250094 2.342015 0.71 -0.81 0.73
S -3.876128 0.226307 0.722837 -0.34 0.65 -0.41
C -1.329559 -1.276642 1.657089 0.01 0.68 0.00
C -0.529608 -0.204334 2.309426 0.14 -0.06 0.15
C 0.174663 -0.447722 3.490135 0.09 0.55 -0.03
C 0.889257 0.578871 4.103763 -0.05 -0.04 -0.01
C 0.921548 1.855070 3.559309 -0.13 -0.04 -0.21
C 0.225639 2.124388 2.380137 -0.09 -0.56 0.02
C 0.202038 3.490389 1.760123 -0.22 0.01 0.14
C -0.487726 1.088101 1.778349 0.13 0.14 0.24
H -5.813628 -3.519159 -0.656651 -0.22 -0.12 -0.13
H -4.086156 -3.802858 -0.657929 0.14 -0.19 -0.12
H -5.168224 -4.928848 0.215968 0.03 -0.25 -0.19
H -5.046177 -3.596400 2.089019 -0.17 -0.04 0.15
H -5.487474 -2.177936 1.126051 -0.01 0.26 0.13
H -4.503606 -1.271039 2.847056 -0.04 0.03 -0.31
H -2.871707 -0.095174 3.157772 0.00 -0.01 -0.07
H -2.735473 -2.153925 3.407245 -0.05 0.08 0.08
H -3.260389 -0.224169 -0.377101 0.01 -0.12 0.00
H -0.882584 -2.236918 1.896159 -0.20 -0.31 -0.04
H -1.302778 -1.107243 0.584484 -0.18 -0.21 -0.16
H 0.160651 -1.431381 3.930418 -0.02 -0.21 0.06
H 1.426693 0.386162 5.023166 0.05 -0.06 0.08
H 1.477161 2.650341 4.038973 0.09 0.04 0.11
H -0.263183 3.427404 0.782215 0.07 0.09 -0.23
H -0.403786 4.169826 2.358188 -0.08 0.11 0.11
H 1.190763 3.935918 1.678938 0.17 -0.01 -0.08
H -1.041983 1.286645 0.875841 -0.07 0.01 -0.19
C -1.133733 1.196287 -2.748231 0.20 -0.03 0.17
O -0.366398 1.330097 -1.566214 -0.16 0.09 -0.10
H -2.157324 1.475727 -2.507696 -0.02 -0.01 0.02
H -0.763486 1.856122 -3.542275 -0.06 -0.02 -0.05
H -1.129464 0.162825 -3.110180 -0.06 0.01 -0.06
H 0.542158 1.077805 -1.764781 0.14 -0.01 0.01
C 3.340244 0.932027 -3.316911 -0.06 0.03 0.24
O 2.524051 0.852096 -2.149433 0.00 -0.01 -0.18
H 2.712908 0.690132 -4.171621 -0.05 0.00 0.02
H 3.737769 1.942822 -3.443875 0.03 -0.02 -0.08
H 4.165981 0.223512 -3.264871 0.06 0.01 -0.08
H 3.068942 1.063368 -1.387235 -0.08 -0.03 0.10
C 7.466446 0.180065 -4.680474 -0.01 0.02 0.21
O 6.685830 0.096026 -3.493320 0.09 0.01 -0.13
H 6.815170 -0.065430 -5.515194 -0.03 -0.01 0.00
H 7.859661 1.189885 -4.825397 0.02 -0.01 -0.06
H 8.296244 -0.531415 -4.660195 0.01 0.01 -0.07
H 7.254910 0.311012 -2.749913 -0.04 -0.01 0.05
```
Positions in Å, forces in eV/Å.

As for the total charge: -1. For the LUMO energy, the calculation gives 1.9 eV. As for the HOMO energy: -3.78 eV.

=====

2.
# C13H14BNO3

One molecule with the formula C13H14BNO3 (wB97M-V/def2-TZVPD, the OMol25 dataset).

XYZ file:
```
32
Properties=species:S:1:pos:R:3:forces:R:3
C 0.698393 4.405282 1.101603 1.14 -0.11 -0.10
C 0.032791 3.112531 1.453499 -1.24 -0.60 3.69
N -0.137887 2.079132 0.471399 0.93 -0.81 -3.49
C -1.178470 1.148534 0.473429 -0.15 1.70 0.17
O -2.068462 1.251059 1.338149 1.10 -0.70 -0.89
C -1.103418 0.045251 -0.571471 1.59 -0.85 1.28
C -0.650943 0.250129 -1.940377 -1.15 2.07 2.60
C -0.192897 -0.796993 -2.583764 -0.15 -2.98 -0.09
C -0.190151 -2.166135 -2.092812 0.76 0.42 1.14
C 0.415283 -3.244228 -2.783184 -0.52 1.18 -0.69
C 0.486105 -4.486134 -2.254190 -1.45 2.49 2.66
C 0.026436 -4.656085 -0.934790 -0.82 -0.32 0.51
C -0.477772 -3.645088 -0.146785 0.99 -0.25 -0.62
C -0.539577 -2.389650 -0.726929 -0.86 2.70 -0.53
C -0.960610 -1.216062 0.025566 0.06 0.78 -3.69
B 0.737504 2.232927 2.601407 -0.79 1.88 -1.89
O 2.077923 2.317552 2.757595 0.02 0.41 0.00
O -0.021945 1.415520 3.328099 0.13 -1.32 1.31
H 1.769558 4.243175 0.751948 -1.31 0.34 0.23
H 0.748850 5.023905 2.043268 -0.11 -0.49 -1.14
H 0.067365 4.863014 0.344479 0.39 0.64 -0.18
H -0.970994 3.348544 1.939299 0.87 -0.26 -1.08
H 0.689220 2.062448 -0.225665 -2.25 -0.59 1.41
H -0.631499 1.270473 -2.378822 -0.08 -0.87 0.36
H 0.153481 -0.641433 -3.537091 0.88 0.12 -2.32
H 0.808400 -3.047496 -3.759479 0.20 0.06 -0.50
H 1.005118 -5.227225 -2.688357 1.41 -2.63 -1.76
H -0.038940 -5.639335 -0.541332 0.45 -0.86 0.38
H -0.658063 -3.710688 0.919128 -0.31 -0.48 -0.13
H -1.154575 -1.328061 1.026325 -0.52 -0.16 2.34
H 2.159778 1.906476 3.602264 1.17 -0.85 1.19
H -0.899999 1.218661 2.987588 -0.38 0.35 -0.19
```
Positions in Å, forces in eV/Å.

The SMILES is C[C@@H](NC(=O)c1ccc2ccccc2c1)B(O)O. As for the total charge: 0. For the LUMO energy, the calculation gives 0.2 eV. As for the HOMO energy: -8.65 eV. As for the energy relative to the best compared isomer or geometry (same formula, charge and spin): 19.82 kJ/mol.

=====

3.
# C41H38InN4O2P2

C41H38InN4O2P2 as an isolated structure (wB97M-V/def2-TZVPD, the OMol25 dataset).

XYZ file:
```
88
Properties=species:S:1:pos:R:3:forces:R:3
In -0.057474 0.021375 -0.178115 -0.11 -0.22 -0.27
C 2.570675 2.394258 -0.921987 -0.04 -0.10 0.02
P 0.817659 2.322938 -1.468649 -0.05 0.23 0.23
C 0.014095 3.621155 -0.475898 0.17 0.01 0.07
C -1.108719 4.311183 -0.917948 -0.08 -0.06 -0.01
C -1.765527 5.189343 -0.066040 0.01 -0.02 -0.05
C -1.307068 5.385126 1.227592 0.03 0.00 0.02
C -0.182314 4.703346 1.675516 -0.05 0.01 -0.03
C 0.473806 3.825451 0.827909 0.01 0.01 -0.03
C 0.828932 2.908695 -3.181088 -0.05 0.02 -0.06
C 1.147184 4.232444 -3.490214 -0.01 0.00 -0.01
C 1.190124 4.644591 -4.812669 -0.01 -0.02 0.00
C 0.913028 3.743699 -5.835662 0.01 0.03 0.01
C 0.600147 2.426264 -5.538420 0.01 -0.01 0.06
C 0.558211 2.012741 -4.212585 0.05 0.05 -0.03
C 2.938773 1.229480 -0.038767 -0.06 -0.19 0.04
C 4.180029 0.884443 0.445927 0.04 0.01 0.01
C 4.054830 -0.393814 1.050836 0.02 0.03 0.02
C 2.739450 -0.766708 0.925873 -0.11 0.15 -0.17
C 2.069348 -2.082765 1.217755 0.01 0.06 -0.12
P 1.031806 -2.397598 -0.269373 -0.10 -0.04 0.27
C 2.227544 -2.689654 -1.591074 -0.01 -0.02 0.03
C 2.454346 -1.701297 -2.544591 0.05 -0.03 0.00
C 3.419152 -1.885455 -3.525953 -0.03 0.02 0.02
C 4.154334 -3.061009 -3.555092 0.00 -0.05 0.03
C 3.930040 -4.053484 -2.606055 -0.01 0.02 -0.02
C 2.969952 -3.870088 -1.623344 0.02 0.01 -0.10
C 0.115909 -3.940003 -0.039848 0.03 -0.03 -0.03
C -0.342229 -4.637062 -1.160393 -0.03 -0.03 0.07
C -1.134654 -5.765330 -1.004714 0.03 0.03 0.00
C -1.474255 -6.206596 0.269094 0.02 -0.01 0.01
C -1.014429 -5.522530 1.385767 0.00 0.00 -0.02
C -0.223827 -4.391027 1.233325 0.01 -0.02 0.02
N 2.043129 0.229278 0.262073 0.29 -0.02 0.05
H 3.180547 2.377724 -1.826162 0.03 -0.01 -0.05
H 2.745493 3.355681 -0.438161 0.06 0.03 -0.02
H -1.494621 4.151569 -1.918086 0.02 0.02 0.02
H -2.648171 5.710271 -0.414351 0.03 -0.02 0.00
H -1.823838 6.070024 1.887826 0.01 -0.02 -0.02
H 0.184410 4.859683 2.682692 0.00 0.00 -0.04
H 1.361482 3.309670 1.178861 -0.04 -0.01 0.05
H 1.356229 4.940848 -2.696198 -0.02 -0.03 -0.02
H 1.439779 5.671522 -5.048001 -0.02 -0.03 0.01
H 0.943643 4.072253 -6.866684 0.00 -0.01 0.02
H 0.392062 1.722212 -6.333788 -0.01 0.01 0.01
H 0.330072 0.977710 -3.981653 0.00 0.00 0.00
H 5.086879 1.462064 0.337223 -0.06 -0.03 0.01
H 4.845007 -0.982612 1.495409 -0.06 0.04 -0.02
H 2.808112 -2.873326 1.343994 0.05 -0.02 0.00
H 1.434905 -2.063265 2.107427 -0.03 0.00 -0.01
H 1.895872 -0.771289 -2.503602 0.01 0.01 0.00
H 3.599719 -1.111013 -4.261286 -0.01 -0.02 0.02
H 4.907229 -3.207259 -4.319267 -0.02 0.00 0.02
H 4.504903 -4.970714 -2.633292 -0.01 0.04 0.00
H 2.790615 -4.648576 -0.889743 0.01 0.03 -0.01
H -0.058607 -4.310694 -2.154798 -0.02 0.00 -0.01
H -1.476375 -6.309826 -1.876328 0.01 0.03 0.02
H -2.083542 -7.093781 0.389914 0.02 0.04 -0.01
H -1.261702 -5.875417 2.379662 0.00 0.03 -0.03
H 0.131129 -3.868060 2.113795 -0.04 -0.02 -0.02
N -2.270225 -1.619715 0.695535 -0.07 -0.07 0.31
C -2.218195 -1.761406 2.107255 0.02 -0.07 -0.32
C -2.997440 -2.655943 2.788729 -0.09 -0.09 0.03
C -2.914971 -2.791653 4.190647 -0.02 0.02 -0.09
C -2.063321 -2.004793 4.907009 -0.03 0.01 0.00
C -1.228278 -1.085732 4.231429 0.08 0.00 0.17
C -0.307789 -0.269737 4.928909 -0.04 -0.02 0.06
C 0.526050 0.555908 4.240054 0.03 0.00 -0.03
C 0.468365 0.541160 2.837350 -0.17 0.01 0.02
N -0.391455 -0.183072 2.147358 0.24 0.22 0.10
C -1.274542 -0.983432 2.826843 0.14 0.05 -0.16
H -2.938138 -2.265934 0.294772 0.01 -0.08 0.03
H -2.532696 -0.667391 0.448325 -0.11 0.06 0.12
H -3.702192 -3.264551 2.232154 0.01 0.01 0.05
H -3.552608 -3.506302 4.693566 0.00 0.00 -0.02
H -2.011960 -2.067285 5.987261 0.01 -0.01 -0.05
H -0.275736 -0.319496 6.010957 -0.01 -0.01 -0.02
H 1.245756 1.191550 4.737299 -0.02 -0.03 -0.03
H 1.175215 1.129099 2.268182 0.02 0.03 -0.03
N -1.321583 -0.546176 -2.104593 0.04 0.03 -0.02
C -2.338037 0.506125 -2.307100 0.08 -0.07 -0.01
C -2.594625 1.356904 -1.057631 0.06 0.04 0.23
O -3.459047 2.198020 -1.124665 0.06 -0.05 0.06
O -1.875115 1.083237 0.004934 -0.22 0.16 -0.24
H -0.765155 -0.684763 -2.940389 0.01 -0.03 -0.02
H -1.742912 -1.443739 -1.883337 0.01 0.03 0.01
H -3.298674 0.092539 -2.607122 -0.04 -0.03 -0.06
H -2.018360 1.179685 -3.100536 0.04 0.01 -0.01
```
Positions in Å, forces in eV/Å.

As for the total charge: +1. For the LUMO energy, the calculation gives -2.7 eV. As for the HOMO energy: -10.03 eV. As for the energy relative to the best compared isomer or geometry (same formula, charge and spin): 0.00 kJ/mol.

=====

4.
# C12H16Cl3NO3S

One molecule with the formula C12H16Cl3NO3S (wB97M-V/def2-TZVPD, the OMol25 dataset).

XYZ file:
```
36
Properties=species:S:1:pos:R:3:forces:R:3
C 0.477162 3.298486 -0.220747 0.19 -0.12 0.03
C 1.393979 2.092323 -0.054265 -0.40 0.03 -0.16
C 0.636602 0.756244 0.093149 0.18 0.05 0.65
C -0.359384 0.794150 1.255523 0.13 0.04 0.07
N -0.144737 0.565531 -1.125105 -0.16 -0.51 -0.19
S -1.112891 -0.724509 -1.306722 -1.04 0.54 -0.34
O -1.072218 -1.156702 -2.664290 0.09 0.17 -0.29
O -1.013730 -1.703202 -0.279912 0.22 0.15 0.11
O -2.530471 0.068492 -1.097549 1.14 0.11 0.00
C -3.676258 -0.736644 -1.130896 -0.36 -0.62 -0.30
C -4.412080 -0.640048 0.203860 0.07 -0.04 0.11
Cl -4.789292 1.051003 0.545059 -0.05 0.22 0.03
Cl -3.412564 -1.287311 1.509827 -0.17 -0.01 0.11
Cl -5.919061 -1.561565 0.100049 0.00 -0.08 -0.15
C 1.652578 -0.359458 0.287558 0.17 -0.05 -0.06
C 2.346482 -0.459806 1.489149 -0.04 0.02 -0.06
C 3.283342 -1.457461 1.686636 0.03 0.01 0.07
C 3.545441 -2.374021 0.683342 0.03 -0.07 -0.03
C 2.863993 -2.280976 -0.516581 0.06 -0.02 -0.06
C 1.928564 -1.279251 -0.715434 0.10 0.07 0.09
H -0.070242 3.499642 0.695332 -0.11 0.06 0.07
H -0.238452 3.123909 -1.019407 -0.12 0.10 -0.07
H 1.067015 4.179042 -0.464683 -0.02 0.10 -0.02
H 2.026213 2.227572 0.824300 0.05 -0.13 -0.04
H 2.053794 2.010984 -0.922240 0.12 -0.05 0.02
H -1.233801 1.367131 0.960132 -0.09 0.11 0.09
H -0.671589 -0.217298 1.497494 -0.05 0.06 0.13
H 0.086826 1.249977 2.134579 0.04 0.04 0.10
H 0.334896 0.781886 -1.983014 0.02 -0.06 -0.29
H -3.393126 -1.778440 -1.319813 -0.33 0.05 0.10
H -4.335100 -0.385470 -1.933948 0.08 -0.06 0.22
H 2.152655 0.243196 2.284772 -0.04 0.09 0.11
H 3.807301 -1.520528 2.628957 0.04 0.00 0.08
H 4.273153 -3.156559 0.837191 0.06 -0.07 0.01
H 3.056898 -2.991428 -1.306234 0.01 -0.07 -0.07
H 1.398096 -1.238875 -1.656056 0.12 -0.07 -0.07
```
Positions in Å, forces in eV/Å.

The SMILES is CC[C@@](C)(NS(=O)(=O)OCC(Cl)(Cl)Cl)c1ccccc1. As for the total charge: 0. For the LUMO energy, the calculation gives 0.5 eV. As for the HOMO energy: -9.29 eV. As for the energy relative to the best compared isomer or geometry (same formula, charge and spin): 0.80 kJ/mol.